[1]
{
  "formula": "C55H33F9N12OSSeTl",
  "method": "ωB97M-V/def2-TZVPD",
  "symbols": ["Tl", "N", "C", "N", "C", "N", "N", "C", "C", "C", "C", "C", "C", "N", "C", "C", "C", "C", "C", "C", "H", "H", "H", "H", "H", "H", "H", "H", "H", "H", "H", "S", "C", "C", "C", "C", "C", "C", "N", "C", "C", "C", "C", "C", "C", "C", "H", "H", "H", "H", "H", "H", "H", "H", "C", "C", "N", "C", "C", "C", "O", "C", "C", "C", "C", "N", "C", "H", "H", "H", "H", "H", "H", "H", "H", "H", "H", "H", "H", "H", "H", "F", "C", "C", "F", "C", "C", "C", "F", "C", "C", "C", "N", "C", "N", "F", "C", "C", "N", "C", "N", "F", "C", "C", "F", "C", "F", "C", "Se", "C", "F", "C", "F"],
  "xyz": [[0.095203, -0.136634, -0.414492], [-2.359115, -4.098150, -0.186100], [-1.864193, -2.890799, 0.084134], [-1.476482, -2.037863, -0.813867], [-1.569365, -2.380995, -2.156888], [-1.255116, -1.554528, -3.098763], [-0.797902, -0.341485, -2.644025], [-0.984166, 0.640126, -3.430225], [-0.612046, 2.004559, -3.060865], [-0.747660, 3.036093, -3.977687], [-0.362403, 4.313179, -3.597914], [0.145933, 4.505992, -2.326843], [0.243298, 3.410732, -1.475924], [-0.132832, 2.192580, -1.830920], [-2.061213, -3.707791, -2.518884], [-2.132410, -4.149068, -3.840827], [-2.604886, -5.411618, -4.121376], [-3.007843, -6.256744, -3.087520], [-2.937164, -5.842597, -1.773508], [-2.461099, -4.565553, -1.499856], [-2.646357, -4.689353, 0.576883], [-1.772458, -2.617732, 1.127441], [-1.445507, 0.457045, -4.399016], [-1.140912, 2.838888, -4.966457], [-0.453567, 5.141852, -4.287281], [0.464990, 5.483081, -1.991984], [0.645870, 3.515024, -0.473588], [-1.794506, -3.488622, -4.626330], [-2.653318, -5.754725, -5.145622], [-3.376542, -7.248121, -3.314606], [-3.245153, -6.496188, -0.966082], [-3.853713, 2.296355, 1.556944], [-4.681521, 1.481458, 0.275066], [-6.039838, 1.476696, -0.034331], [-6.453398, 0.736453, -1.122053], [-5.536524, 0.013366, -1.895809], [-4.191473, 0.018191, -1.590728], [-3.755386, 0.758797, -0.487615], [-2.440897, 0.872066, -0.057785], [-2.349163, 1.628919, 0.984653], [-1.081568, 1.877782, 1.688193], [-1.022468, 2.800668, 2.731565], [0.165855, 3.026333, 3.408244], [1.307059, 2.326047, 3.048547], [1.253777, 1.408125, 2.004654], [0.071262, 1.187133, 1.311817], [-6.751316, 2.037173, 0.557446], [-7.503222, 0.717282, -1.384286], [-5.894514, -0.551908, -2.746510], [-3.474999, -0.529039, -2.188043], [-1.911402, 3.343666, 3.028886], [0.195603, 3.746756, 4.215306], [2.240638, 2.496448, 3.571186], [2.147771, 0.857771, 1.740383], [3.211621, -5.750913, -5.271826], [2.818985, -6.719263, -4.165442], [2.828741, -6.090027, -2.841982], [4.112102, -6.053248, -2.143247], [4.495053, -7.385161, -1.514389], [1.756741, -5.332753, -2.517428], [0.802657, -5.168859, -3.268043], [1.711541, -4.677620, -1.165424], [1.862330, -5.357165, 0.035036], [1.669980, -4.668556, 1.220894], [1.333785, -3.325004, 1.162712], [1.200234, -2.662289, 0.013373], [1.386627, -3.330142, -1.120645], [3.238752, -6.266826, -6.232147], [4.201328, -5.326190, -5.094505], [2.489162, -4.938701, -5.336558], [3.505921, -7.564795, -4.129723], [1.820086, -7.111997, -4.341838], [4.085575, -5.266925, -1.392246], [4.876513, -5.753229, -2.864989], [3.719920, -7.740921, -0.834304], [5.422379, -7.279009, -0.950170], [4.653563, -8.155625, -2.269078], [2.110553, -6.411021, 0.039464], [1.779961, -5.159389, 2.178740], [1.171120, -2.755188, 2.069212], [1.284270, -2.768583, -2.042313], [-1.381942, 0.688278, 7.679761], [-0.491521, -0.275893, 7.516462], [0.237776, -0.669182, 8.569535], [0.039459, -0.079997, 9.732641], [1.240225, -1.717216, 8.483517], [1.366100, -2.321129, 7.168524], [0.639955, -1.920002, 6.118311], [0.816121, -2.530941, 4.951665], [-0.339604, -0.856234, 6.197327], [-1.056873, -0.434434, 5.120369], [-0.907960, -0.991222, 3.807659], [-0.808370, -1.374194, 2.729851], [-2.059893, 0.592228, 5.171794], [-2.900434, 1.373896, 5.131942], [2.225980, -3.308664, 7.002711], [2.000148, -2.098082, 9.541640], [1.894741, -1.514984, 10.849053], [1.880237, -1.092809, 11.916667], [2.999853, -3.125866, 9.471363], [3.825957, -3.923122, 9.484187], [6.422788, 1.035000, 2.530558], [5.539120, 0.794856, 1.566635], [4.872141, 1.842079, 0.959157], [5.108048, 3.094265, 1.351964], [3.952009, 1.580207, -0.037934], [3.310151, 2.621923, -0.571729], [3.652794, 0.287135, -0.453171], [2.384934, -0.014494, -1.847961], [4.357889, -0.740851, 0.162944], [4.169312, -2.013303, -0.198522], [5.284580, -0.502408, 1.162729], [5.936164, -1.513994, 1.738470]],
  "forces_ev_per_angstrom": [[0.43, 0.33, -0.32], [0.01, 0.05, 0.03], [0.00, 0.01, -0.05], [0.06, 0.01, -0.09], [0.02, 0.05, 0.04], [0.03, -0.08, -0.13], [-0.33, 0.09, 0.22], [-0.04, -0.10, -0.17], [0.13, 0.15, -0.04], [-0.02, -0.01, -0.04], [0.00, 0.03, -0.01], [0.01, 0.00, 0.00], [0.03, -0.02, 0.05], [-0.11, 0.02, 0.17], [0.00, -0.04, 0.02], [0.02, -0.02, -0.02], [0.02, 0.02, -0.03], [-0.01, -0.01, 0.03], [-0.01, -0.03, 0.01], [-0.01, 0.01, -0.02], [-0.01, -0.02, 0.00], [0.01, -0.02, 0.02], [0.01, 0.04, -0.01], [0.00, 0.00, 0.01], [0.00, -0.01, 0.00], [0.00, -0.01, 0.00], [-0.02, 0.01, -0.01], [-0.01, 0.00, 0.01], [0.00, 0.01, 0.01], [0.00, 0.00, 0.01], [0.00, 0.01, -0.01], [0.00, 0.02, 0.05], [0.06, -0.05, -0.04], [-0.01, 0.03, 0.03], [-0.03, -0.01, -0.02], [0.02, 0.00, 0.01], [0.05, 0.03, 0.04], [0.04, 0.05, -0.09], [-0.09, -0.11, -0.02], [-0.20, -0.04, 0.05], [0.12, 0.09, -0.12], [0.01, -0.02, 0.03], [-0.02, 0.00, 0.03], [0.00, -0.01, -0.01], [0.01, -0.08, -0.05], [0.01, -0.25, 0.15], [0.02, 0.00, 0.00], [0.02, 0.00, 0.01], [0.03, 0.00, 0.00], [-0.04, -0.01, -0.02], [-0.01, 0.01, -0.01], [0.00, 0.00, -0.01], [-0.01, 0.00, -0.01], [0.02, 0.01, 0.00], [0.01, 0.00, -0.01], [0.02, 0.01, 0.02], [0.00, 0.01, -0.03], [0.01, 0.00, -0.01], [0.00, -0.01, 0.01], [0.03, -0.01, -0.04], [-0.02, -0.04, 0.03], [0.04, -0.02, 0.02], [-0.03, -0.02, -0.05], [0.00, 0.02, 0.05], [0.13, -0.01, -0.01], [-0.03, 0.03, 0.28], [0.00, 0.05, 0.01], [0.00, 0.00, 0.01], [-0.01, -0.01, 0.00], [0.00, 0.00, 0.01], [0.01, 0.00, 0.01], [-0.02, 0.01, 0.00], [-0.03, 0.00, 0.02], [0.01, 0.00, 0.00], [0.01, 0.01, 0.00], [-0.01, 0.00, -0.02], [-0.02, 0.00, 0.01], [0.01, 0.01, 0.01], [-0.01, 0.01, -0.02], [-0.01, 0.00, -0.01], [-0.01, -0.01, -0.01], [-0.03, 0.03, -0.03], [0.03, 0.01, 0.03], [-0.04, 0.02, -0.02], [0.02, 0.00, 0.04], [0.05, -0.01, 0.08], [-0.04, -0.01, -0.05], [0.04, -0.01, 0.04], [0.00, -0.01, -0.05], [-0.02, 0.04, -0.10], [-0.11, 0.07, 0.02], [0.13, 0.04, -0.01], [-0.19, -0.06, 0.08], [-0.04, -0.08, 0.02], [0.04, 0.03, -0.03], [0.05, -0.02, 0.02], [-0.02, -0.04, 0.05], [0.03, 0.02, 0.00], [-0.01, -0.02, -0.01], [0.05, 0.02, 0.00], [-0.03, 0.00, 0.01], [-0.01, -0.01, -0.01], [0.08, 0.01, 0.07], [-0.01, 0.13, -0.01], [0.00, -0.01, 0.00], [-0.08, -0.09, -0.01], [-0.01, 0.06, 0.01], [0.07, -0.01, 0.00], [-0.12, -0.19, -0.01], [-0.04, 0.04, -0.05], [-0.05, -0.04, -0.02], [0.01, -0.06, 0.03], [-0.02, 0.01, -0.02]],
  "total_charge": 1,
  "e_lumo_ha": -0.198
}



[2]
{
  "formula": "C55H34Cl7N7O5S2Sn",
  "method": "ωB97M-V/def2-TZVPD",
  "symbols": ["Sn", "Cl", "C", "C", "C", "C", "C", "C", "C", "C", "C", "C", "C", "C", "C", "C", "C", "C", "Cl", "C", "C", "C", "N", "C", "C", "C", "C", "C", "C", "Cl", "C", "C", "C", "C", "C", "C", "N", "C", "C", "C", "C", "C", "N", "C", "C", "C", "C", "Cl", "C", "C", "C", "C", "N", "H", "H", "H", "H", "H", "H", "H", "H", "H", "H", "H", "H", "H", "H", "H", "H", "H", "H", "H", "H", "H", "H", "H", "H", "Cl", "C", "Cl", "Cl", "C", "O", "O", "O", "S", "O", "N", "C", "O", "C", "C", "C", "C", "C", "C", "H", "H", "H", "H", "C", "N", "C", "N", "S", "H", "H", "H", "H", "H", "H"],
  "xyz": [[0.141821, -0.365260, 0.175545], [7.590465, -3.466332, 5.016045], [6.346344, -2.903597, 4.027393], [6.626578, -2.847455, 2.657282], [5.643512, -2.495232, 1.753770], [4.343207, -2.168266, 2.243324], [4.095392, -2.150516, 3.624901], [5.079632, -2.554645, 4.539187], [3.243378, -1.971592, 1.317007], [3.368060, -1.040718, 0.240954], [4.631962, -0.487898, -0.182208], [4.393883, 0.235113, -1.298928], [2.975714, 0.221243, -1.543214], [2.383550, 0.892191, -2.631665], [3.195592, 1.764032, -3.474206], [4.064297, 2.765337, -2.980863], [4.813267, 3.549894, -3.854508], [4.825674, 3.220019, -5.213015], [5.761625, 4.139206, -6.303151], [4.099844, 2.118364, -5.695280], [3.237282, 1.439015, -4.865132], [0.969291, 0.790172, -2.921697], [-0.006046, 0.057655, -2.256552], [-1.119122, 0.065581, -3.101543], [-2.399547, -0.442404, -2.733563], [-3.578580, -0.142080, -3.559086], [-4.746842, 0.414705, -3.000955], [-5.851444, 0.628756, -3.790409], [-5.781820, 0.479361, -5.159022], [-7.194583, 0.678297, -6.030565], [-4.585123, 0.040736, -5.752213], [-3.485932, -0.317453, -4.947591], [-2.540907, -1.142241, -1.514984], [-3.788113, -1.619263, -0.990511], [-3.513164, -2.472796, 0.040372], [-2.097340, -2.511240, 0.217911], [-1.521682, -1.551832, -0.638257], [-1.445339, -3.527242, 0.944225], [-0.069351, -3.432555, 1.274670], [0.618470, -4.284606, 2.214271], [1.894415, -3.816468, 2.376794], [2.024903, -2.676940, 1.504476], [0.809066, -2.443054, 0.844592], [-2.186890, -4.724388, 1.353282], [-2.134894, -5.112291, 2.704483], [-2.800831, -6.233214, 3.188982], [-3.455030, -7.061364, 2.266180], [-3.938788, -8.563652, 2.835483], [-3.606580, -6.683515, 0.923586], [-2.938264, -5.512516, 0.480716], [-0.891795, 0.921719, -4.241322], [0.384765, 1.415266, -4.103099], [2.343991, -0.519250, -0.558902], [7.650432, -3.104889, 2.348524], [5.820480, -2.591242, 0.682203], [3.106118, -1.889407, 4.008456], [4.835823, -2.689056, 5.615928], [5.582146, -0.549133, 0.356321], [5.068184, 0.763777, -1.937893], [4.118385, 2.972604, -1.902514], [5.400361, 4.393057, -3.537344], [4.241658, 1.779739, -6.726735], [2.525604, 0.740314, -5.239087], [-4.747020, 0.701089, -1.959680], [-6.796986, 0.970574, -3.313404], [-4.505078, -0.004170, -6.821732], [-2.602621, -0.741189, -5.387753], [-4.737468, -1.388573, -1.439823], [-4.200718, -3.116275, 0.561192], [0.150570, -5.122621, 2.675195], [2.687808, -4.220724, 3.004213], [-1.617749, -4.483718, 3.429645], [-2.718722, -6.517972, 4.240181], [-4.275945, -7.200247, 0.241078], [-3.030574, -5.218498, -0.551490], [-1.666936, 1.180796, -4.944440], [0.918063, 2.068208, -4.762788], [0.803977, 0.465191, 5.482533], [-0.383344, -0.365193, 4.514615], [-0.336543, -2.203237, 5.009443], [-1.984316, 0.252788, 4.879864], [-0.035444, -0.273021, 2.924933], [-1.004494, -0.364267, 2.108951], [1.163047, -0.259953, 2.635011], [-1.674007, 3.645499, 1.929931], [-0.279510, 3.403707, 2.229813], [0.011497, 2.914086, 3.583944], [0.465991, 2.452152, 1.126940], [1.413556, 3.135526, 0.448872], [2.121683, 2.697994, -0.478579], [1.529499, 4.605978, 0.917330], [2.388186, 5.629989, 0.517551], [2.516462, 6.782663, 1.247494], [1.613774, 7.043964, 2.267866], [0.695910, 6.077032, 2.638272], [0.650505, 4.877835, 1.944960], [3.032892, 5.465387, -0.383199], [3.308624, 7.468543, 1.001661], [1.647449, 7.975965, 2.815423], [-0.064516, 6.181399, 3.421689], [-6.006584, 3.047920, 1.641698], [-5.098943, 2.997331, 0.514046], [-3.973806, 2.253200, 0.530337], [-3.798850, 1.372423, 1.556223], [-2.868557, 2.286903, -0.767890], [-6.977077, 3.494783, 1.352052], [-5.569807, 3.547099, 2.508157], [-6.263695, 2.026550, 1.981326], [-5.170671, 3.592043, -0.306401], [-4.459487, 1.402182, 2.328174], [-2.847185, 1.042337, 1.815756]],
  "forces_ev_per_angstrom": [[0.91, -1.10, -1.36], [0.80, -0.36, 1.08], [-1.49, 0.58, -0.71], [0.40, 0.10, 0.17], [-0.93, -0.31, 0.68], [1.28, -0.63, 0.13], [0.36, -0.36, 0.27], [0.36, -0.32, -0.25], [-2.11, 1.16, -1.61], [-0.06, 0.47, 0.83], [0.07, 0.25, 0.40], [-0.75, -0.04, -0.20], [-0.02, 0.24, 0.29], [-2.58, -0.46, 1.42], [1.24, -0.07, -1.36], [-0.56, -0.07, 0.23], [-0.31, -0.66, -0.83], [-0.59, -0.94, 0.74], [0.43, 0.36, -0.43], [0.38, 0.31, -0.52], [0.40, 1.30, 1.57], [0.55, 0.49, -0.22], [0.76, -0.21, -0.51], [-0.56, 0.73, 1.13], [1.61, 0.10, 1.36], [0.04, 0.25, -0.42], [0.78, -0.44, -0.30], [-0.87, 0.72, 0.88], [1.85, -0.96, 0.53], [-1.26, 0.36, -1.24], [0.14, 0.08, 0.74], [-1.81, 0.42, 0.15], [-0.06, 0.52, 0.93], [0.32, -0.61, -0.09], [-0.14, 0.01, -0.63], [-0.31, -0.03, -0.47], [0.20, -0.48, -0.01], [1.05, 1.51, -0.64], [0.59, 0.37, 0.33], [0.47, 0.39, -0.61], [-0.53, 0.06, -0.42], [-0.29, 0.15, 0.07], [0.22, -0.01, 0.43], [-0.31, -0.64, 1.08], [-0.73, 0.13, 0.56], [0.61, 0.09, -0.88], [0.59, 1.43, -0.48], [-0.91, -1.40, 0.29], [0.59, 1.16, 0.40], [-0.56, -0.61, 0.56], [1.05, 0.30, 0.89], [-0.72, -1.10, 0.32], [0.02, -0.68, -0.08], [-0.66, 0.06, -0.02], [-0.05, 0.08, 0.40], [0.26, -0.01, -0.28], [0.36, 0.34, -0.95], [-0.59, -0.15, -0.44], [0.39, 0.01, 0.01], [-0.32, -0.13, -0.55], [0.10, 0.08, 0.30], [-0.22, 0.41, 0.30], [0.08, -0.76, -0.29], [-0.05, -0.12, 0.03], [0.81, -0.22, -0.53], [-0.10, -0.22, -0.30], [0.15, -0.07, -0.14], [-0.07, -0.25, 0.14], [-0.11, 0.13, 0.12], [0.22, -0.41, 0.15], [-0.37, 0.11, -0.30], [-0.21, -0.05, -0.27], [-0.12, 0.06, -0.41], [0.40, -0.26, 0.17], [-0.01, 0.04, -0.20], [0.34, 0.09, -0.07], [-0.13, 0.28, -0.07], [0.07, -0.13, -0.18], [0.02, -0.75, -0.58], [-0.02, 1.44, -0.72], [-0.01, -0.11, -0.19], [1.03, -0.73, 1.74], [0.21, 0.54, -0.52], [-1.08, 0.41, -0.26], [0.51, -0.21, 0.07], [-0.32, -0.47, 1.81], [-0.37, 0.29, -1.36], [0.10, -0.11, -0.50], [0.55, 0.58, -1.22], [-0.86, 0.35, 1.22], [-0.31, -0.09, 0.05], [1.25, -1.63, -1.60], [-0.44, 0.27, -0.09], [-0.01, -0.09, 0.68], [-1.41, -0.46, 0.28], [0.97, -0.30, -0.36], [-0.49, 0.04, 1.02], [-0.06, 0.33, -0.11], [0.07, 0.01, 0.02], [0.55, 0.44, -0.14], [-0.81, -0.41, -0.03], [0.37, -0.30, -0.01], [0.98, -0.88, -0.41], [0.22, 0.28, 0.51], [-0.38, 0.06, 0.56], [0.73, 0.02, 0.14], [-0.06, 0.31, -0.11], [0.04, 0.32, -0.31], [-0.18, -0.11, 0.51], [0.47, 0.01, -0.22], [-1.07, 0.45, -0.67]],
  "total_charge": 0,
  "e_lumo_ha": [-0.088, -0.088]
}